[1]
DFT (wB97M-V/def2-TZVPD) results for an isolated molecule of C8H15NO in a non-equilibrium geometry.

Structure (ORCA input):
```
! RIJCOSX wB97M-V def2-TZVPD def2/J DEFGRID3
* xyz 0 1
C 2.017 0.880 -0.762
N 0.836 -0.032 -0.571
C -0.582 0.678 -0.406
C 0.007 1.846 0.368
C 0.379 1.004 1.620
C 0.845 -0.405 0.889
C -0.437 -1.400 0.758
C -0.945 -1.386 -0.745
O -2.404 -1.852 -0.629
C -1.080 -0.035 -1.702
H 1.957 1.805 -1.418
H 2.864 0.198 -1.118
H 2.261 1.354 0.323
H -0.984 0.289 0.459
H 0.950 2.524 0.177
H -0.909 2.347 0.615
H -0.539 0.489 2.120
H 1.146 1.564 2.256
H 1.638 -0.843 1.290
H -0.230 -2.540 0.806
H -1.097 -1.220 1.583
H -0.657 -2.314 -1.287
H -2.345 -2.691 0.111
H -0.449 -0.222 -2.642
H -2.241 -0.039 -2.095
*
```

gap between HOMO and LUMO: 9.79 eV
electronic energy: -443.4976 Ha
SMILES: CN1[C@H]2CC[C@H]1CC(O)C2
energy relative to the best compared isomer or geometry (same formula, charge and spin): 902.10 kJ/mol

***

[2]
DFT (wB97M-V/def2-TZVPD) results for an isolated molecule of C8H15NO in a non-equilibrium geometry.

Structure (ORCA input):
```
! RIJCOSX wB97M-V def2-TZVPD def2/J DEFGRID3
* xyz 0 1
C 0.225 1.913 0.553
C 0.088 1.168 -0.786
C 1.546 0.619 -1.191
C 1.991 -0.674 -0.413
C 0.972 -1.660 -0.238
C -0.253 -1.106 0.422
C -0.830 -0.014 -0.449
O -1.688 -0.340 -1.484
N -2.147 0.387 -0.419
C -3.157 -0.266 0.418
H -0.710 2.203 1.001
H 0.681 2.837 0.433
H 0.829 1.458 1.323
H -0.299 1.633 -1.656
H 2.296 1.507 -1.021
H 1.588 0.315 -2.212
H 2.375 -0.479 0.544
H 2.750 -1.207 -0.972
H 0.698 -2.164 -1.138
H 1.374 -2.429 0.426
H -0.752 -1.930 0.743
H -0.101 -0.559 1.298
H -3.739 -0.924 -0.185
H -2.763 -0.949 1.102
H -3.840 0.465 0.835
*
```

gap between HOMO and LUMO: 9.64 eV
electronic energy: -443.6831 Ha
SMILES: C[C@H]1CCCC[C@]12ON2C
energy relative to the best compared isomer or geometry (same formula, charge and spin): 415.01 kJ/mol

***

[3]
DFT (wB97M-V/def2-TZVPD) results for an isolated molecule of C8H15NO2 in a non-equilibrium geometry.

Structure (ORCA input):
```
! RIJCOSX wB97M-V def2-TZVPD def2/J DEFGRID3
* xyz 0 1
C -1.752 -0.975 -0.568
C -0.595 -1.167 0.425
C -0.039 -2.595 0.500
C 0.564 -0.179 -0.062
C 0.180 1.308 -0.317
C -0.511 1.934 0.863
C 1.485 2.051 -0.661
O 1.325 -0.732 -1.097
C 2.507 -1.070 -0.494
N 2.709 -0.779 0.703
O 1.652 -0.128 1.205
H -2.073 0.103 -0.404
H -2.556 -1.631 -0.383
H -1.443 -1.070 -1.579
H -1.028 -0.886 1.312
H 0.343 -2.988 -0.465
H -0.688 -3.416 0.623
H 0.827 -2.648 1.369
H -0.338 1.371 -1.276
H -1.329 1.278 1.252
H -0.916 2.901 0.567
H 0.125 2.153 1.715
H 2.111 1.816 0.251
H 1.206 3.127 -0.755
H 1.986 1.579 -1.371
H 3.297 -1.516 -1.212
*
```

gap between HOMO and LUMO: 9.81 eV
electronic energy: -518.9384 Ha
SMILES: CC(C)C1(C(C)C)OC=NO1
energy relative to the best compared isomer or geometry (same formula, charge and spin): 425.17 kJ/mol

***

[4]
DFT (wB97M-V/def2-TZVPD) results for an isolated molecule of C8H15NO3S in a non-equilibrium geometry.

Structure (ORCA input):
```
! RIJCOSX wB97M-V def2-TZVPD def2/J DEFGRID3
* xyz 0 1
C -2.824 0.397 1.499
S -2.204 -0.201 -0.081
O -2.030 -1.621 0.056
O -2.988 0.203 -1.247
C -0.598 0.634 -0.132
O -0.950 1.932 0.077
C 0.262 -0.125 1.215
C 1.670 -0.540 0.744
C 2.313 0.670 -0.116
C 1.431 1.013 -1.270
N 0.155 0.364 -1.364
C 0.351 -1.112 -1.346
C 1.454 -1.601 -0.343
H -3.902 0.024 1.621
H -2.146 -0.063 2.303
H -2.689 1.501 1.439
H -1.514 2.275 -0.624
H -0.454 -0.974 1.233
H 0.137 0.553 2.035
H 2.312 -0.870 1.514
H 3.383 0.396 -0.342
H 2.468 1.402 0.725
H 1.099 2.076 -1.171
H 1.976 0.838 -2.238
H 0.671 -1.357 -2.352
H -0.650 -1.520 -1.149
H 0.954 -2.453 0.201
H 2.314 -1.842 -0.886
*
```

gap between HOMO and LUMO: 9.53 eV
electronic energy: -992.3946 Ha
SMILES: CS(=O)(=O)[C@@]1(O)CC2CCN1CC2
energy relative to the best compared isomer or geometry (same formula, charge and spin): 225.97 kJ/mol

***

[5]
DFT (wB97M-V/def2-TZVPD) results for a structure of composition C8H15NO5S in a non-equilibrium geometry.

Structure (ORCA input):
```
! RIJCOSX wB97M-V def2-TZVPD def2/J DEFGRID3
* xyz 0 1
C -4.569 -0.392 0.072
C -1.163 -0.993 -1.334
C -0.119 -1.282 -0.308
C -0.582 -2.296 0.794
C 2.571 -0.158 0.506
C 1.627 1.297 -1.383
C 1.486 1.990 1.089
C 1.437 0.789 0.127
N 0.144 0.054 0.436
O -4.150 -1.332 -0.408
O -5.058 0.548 0.502
O -2.273 0.192 0.988
O -1.360 2.280 0.095
O -1.628 0.297 -1.340
S -1.357 0.858 0.163
H -0.776 -1.204 -2.406
H -1.915 -1.725 -1.102
H 0.913 -1.688 -0.629
H 0.239 -2.254 1.496
H -0.442 -3.358 0.264
H -1.519 -2.010 1.245
H 3.473 0.423 0.391
H 2.518 -0.385 1.544
H 2.752 -1.036 -0.016
H 0.597 1.385 -1.811
H 2.310 0.730 -2.031
H 2.101 2.310 -1.301
H 0.911 2.982 1.039
H 1.291 1.704 2.089
H 2.543 2.273 1.228
*
```

gap between HOMO and LUMO: 10.65 eV
electronic energy: -1142.9339 Ha
energy relative to the best compared isomer or geometry (same formula, charge and spin): 19.88 kJ/mol

***

[6]
DFT (wB97M-V/def2-TZVPD) results for a cluster of 2 separate species, C8H16 in total in a non-equilibrium geometry.

Structure (ORCA input):
```
! RIJCOSX wB97M-V def2-TZVPD def2/J DEFGRID3
* xyz 0 1
C 0.146 0.686 0.180
C 1.147 -1.513 -0.197
C 0.021 -0.854 0.327
C 0.422 1.193 -1.233
C 0.984 1.384 1.240
C 2.066 -2.382 0.579
H 1.439 -1.305 -1.220
H -0.175 -1.111 1.371
H -1.102 -0.965 -0.140
H 0.760 1.004 2.238
H 0.107 2.236 -1.307
H -0.153 0.625 -1.966
H 1.478 1.144 -1.503
H 2.058 1.277 1.065
H 0.761 2.454 1.233
H 2.345 -3.278 0.014
H 3.012 -1.861 0.789
H 1.635 -2.681 1.536
C -2.610 0.233 -0.047
C -3.217 0.794 -1.076
H -2.691 1.077 -1.984
H -3.127 -0.037 0.872
H -1.022 0.841 0.300
H -4.281 1.037 -1.072
*
```

gap between HOMO and LUMO (spin up / spin down): 6.79 / 8.95 eV
electronic energy: -314.2020 Ha
energy relative to the best compared isomer or geometry (same formula, charge and spin): 505.39 kJ/mol

***

[7]
DFT (wB97M-V/def2-TZVPD) results for a structure of composition C8H16 in a non-equilibrium geometry.

Structure (ORCA input):
```
! RIJCOSX wB97M-V def2-TZVPD def2/J DEFGRID3
* xyz 1 2
C -2.618 -0.784 0.475
C -1.673 0.381 0.764
C -1.190 1.142 -0.480
C -0.510 0.290 -1.546
C 0.927 -0.259 -1.272
C 1.052 -1.026 -0.004
C 1.687 -0.446 1.125
C 2.738 0.506 0.947
H -3.257 -0.963 1.348
H -2.094 -1.704 0.265
H -3.320 -0.558 -0.323
H -2.018 1.009 1.576
H -0.741 -0.080 1.111
H -2.045 1.647 -0.909
H -0.510 1.934 -0.158
H -1.072 -0.638 -1.637
H -0.536 0.814 -2.495
H 1.184 -0.878 -2.127
H 1.690 0.532 -1.279
H 1.318 -2.089 -0.067
H 1.682 -0.933 2.089
H 3.546 0.275 0.263
H 2.937 1.129 1.812
H 1.527 0.878 0.854
*
```

gap between HOMO and LUMO (spin up / spin down): 8.17 / 7.98 eV
electronic energy: -313.9708 Ha
<S²>: 0.7639
energy relative to the best compared isomer or geometry (same formula, charge and spin): 247.01 kJ/mol

***

[8]
DFT (wB97M-V/def2-TZVPD) results for a structure of composition C8H16AlBF9O4S.

Structure (ORCA input):
```
! RIJCOSX wB97M-V def2-TZVPD def2/J DEFGRID3
* xyz -1 1
C 2.957 -2.199 -1.823
B 1.667 -1.452 -1.242
O 0.593 -2.310 -0.991
Al 1.579 0.715 -1.015
C 0.427 1.410 -2.570
C -1.005 1.732 -2.106
C -2.112 1.379 -3.072
F -1.707 1.483 -4.367
F -3.193 2.209 -2.973
C -2.660 -0.078 -3.000
F -1.638 -0.930 -3.114
F -3.498 -0.297 -4.025
S -3.623 -0.594 -1.429
F -3.798 -2.047 -2.063
F -2.298 -1.044 -0.711
F -3.516 0.832 -0.739
F -5.009 -0.143 -2.081
F -4.440 -1.101 -0.169
H 3.256 -3.028 -1.168
H 2.718 -2.630 -2.810
H 3.799 -1.520 -1.965
H 0.616 -3.095 -1.556
H 0.900 1.222 0.389
H 3.094 1.321 -1.192
H 0.433 0.658 -3.362
H 0.900 2.323 -2.941
H -1.220 1.236 -1.157
H -1.117 2.807 -1.937
C 3.124 0.544 6.217
O 1.759 0.228 5.934
C 1.466 0.259 4.624
O 2.233 0.519 3.738
O 0.181 -0.045 4.465
C -0.229 -0.051 3.077
H 3.220 0.483 7.297
H 3.791 -0.170 5.736
H 3.367 1.547 5.871
H 0.336 -0.790 2.514
H -0.070 0.923 2.623
H -1.285 -0.306 3.092
*
```

gap between HOMO and LUMO: 6.74 eV
electronic energy: -2179.6714 Ha

***

[9]
DFT (wB97M-V/def2-TZVPD) results for a cluster of 2 separate species, C8H16BrClSi in total in a non-equilibrium geometry.

Structure (ORCA input):
```
! RIJCOSX wB97M-V def2-TZVPD def2/J DEFGRID3
* xyz 0 1
C 4.375 0.532 -1.465
C 3.533 1.174 -0.601
C 3.657 0.973 0.878
C -4.510 -1.212 0.366
C 2.471 1.988 -0.927
C -3.342 -1.025 -0.654
C -1.899 -1.113 -0.151
C -1.582 0.231 0.539
Si 0.120 -0.016 1.419
Cl -0.209 -1.275 2.990
Br 1.219 -1.233 -0.141
H 4.054 0.442 -2.506
H 5.328 0.078 -1.265
H 3.624 1.895 1.315
H 2.653 0.541 1.055
H 4.426 0.344 1.216
H -4.612 -2.214 0.661
H -4.367 -0.568 1.213
H -5.466 -0.921 -0.056
H 2.276 2.458 -1.949
H 1.858 2.491 -0.204
H -3.373 0.010 -1.063
H -3.609 -1.797 -1.302
H -1.907 -1.915 0.536
H -1.206 -1.394 -0.943
H -2.210 0.652 1.355
H -1.303 0.875 -0.316
*
```

gap between HOMO and LUMO (spin up / spin down): 6.04 / 7.93 eV
electronic energy: -3638.0465 Ha
energy relative to the best compared isomer or geometry (same formula, charge and spin): 95.71 kJ/mol

***

[10]
DFT (wB97M-V/def2-TZVPD) results for a cluster of 4 separate species, C8H16Cl8 in total.

Structure (ORCA input):
```
! RIJCOSX wB97M-V def2-TZVPD def2/J DEFGRID3
* xyz 0 1
Cl -4.117 2.260 3.278
C -3.223 2.472 1.749
C -1.898 1.767 1.860
Cl -0.936 2.065 0.388
H -3.074 3.537 1.604
H -3.827 2.052 0.950
H -2.006 0.692 1.962
H -1.337 2.150 2.711
Cl 4.005 4.372 0.387
C 2.526 4.203 -0.558
C 1.366 4.934 0.055
Cl 1.619 6.695 0.114
H 2.276 3.142 -0.589
H 2.720 4.541 -1.574
H 1.192 4.595 1.074
H 0.463 4.760 -0.528
Cl -0.537 -4.197 -1.098
C -1.064 -5.881 -0.929
C -1.611 -6.438 -2.211
Cl -3.222 -5.748 -2.590
H -1.820 -5.926 -0.146
H -0.216 -6.474 -0.590
H -1.770 -7.509 -2.111
H -0.954 -6.235 -3.052
Cl 2.737 0.900 1.049
C 2.047 -0.027 -0.315
C 1.609 -1.396 0.113
Cl 2.990 -2.499 0.351
H 2.841 -0.107 -1.052
H 1.191 0.531 -0.681
H 0.988 -1.843 -0.662
H 1.043 -1.388 1.041
*
```

gap between HOMO and LUMO: 10.97 eV
electronic energy: -3995.9701 Ha
SMILES: ClCCCl.ClCCCl.ClCCCl.ClCCCl
energy relative to the best compared isomer or geometry (same formula, charge and spin): 17.29 kJ/mol

***

[11]
DFT (wB97M-V/def2-TZVPD) results for a structure of composition C8H16F5NO6PS2 in a non-equilibrium geometry.

Structure (ORCA input):
```
! RIJCOSX wB97M-V def2-TZVPD def2/J DEFGRID3
* xyz -1 1
O 2.517 -4.208 1.328
P 3.294 -3.181 0.609
S 3.781 -1.463 1.849
O 5.106 -1.082 1.426
O 3.744 -2.037 3.168
N 2.665 -0.306 1.811
S 2.429 0.499 0.430
O 1.883 1.791 0.788
O 3.554 0.573 -0.468
C 1.045 -0.238 -0.453
C -0.172 -0.270 0.462
C -1.284 -1.237 0.004
C -1.221 -2.532 0.765
F -0.011 -3.096 0.616
F -2.126 -3.394 0.200
C -1.605 -2.435 2.281
F -2.801 -3.031 2.492
F -0.704 -3.080 3.034
F -1.725 -1.170 2.699
H 2.670 -2.766 -0.584
H 4.570 -3.672 0.266
H 0.870 0.449 -1.274
H 1.292 -1.205 -0.870
H 0.163 -0.620 1.434
H -0.513 0.740 0.623
H -1.198 -1.477 -1.050
H -2.257 -0.774 0.123
C -2.427 4.109 -0.898
C -1.597 3.001 -1.527
C -1.577 3.116 -3.043
O -2.111 1.726 -1.140
H -3.465 4.050 -1.238
H -2.433 4.010 0.188
H -2.034 5.093 -1.156
H -0.577 3.045 -1.142
H -2.590 3.027 -3.447
H -0.981 2.314 -3.479
H -1.160 4.073 -3.362
H -3.014 1.657 -1.465
*
```

gap between HOMO and LUMO: 8.61 eV
electronic energy: -2457.7564 Ha

***

[12]
DFT (wB97M-V/def2-TZVPD) results for an isolated molecule of C8H16FNO2 in a non-equilibrium geometry.

Structure (ORCA input):
```
! RIJCOSX wB97M-V def2-TZVPD def2/J DEFGRID3
* xyz 0 1
C -1.524 0.953 -3.168
C -0.991 -0.497 -2.566
C 0.578 -0.441 -2.033
C 0.957 0.940 -1.223
O 1.669 0.689 0.070
C 1.136 1.558 1.136
C -0.205 0.770 1.733
N 0.201 0.066 3.028
C -0.479 -1.314 3.086
C 0.465 -2.511 2.425
O 0.261 -3.073 1.228
F 1.628 -3.034 3.216
H -2.384 0.851 -3.957
H -1.961 1.566 -2.244
H -0.602 1.599 -3.554
H -1.092 -1.274 -3.467
H -1.669 -0.841 -1.651
H 0.818 -1.425 -1.419
H 1.243 -0.503 -3.018
H 1.711 1.546 -1.922
H 0.022 1.606 -0.939
H 0.880 2.663 0.765
H 1.918 1.721 2.024
H -0.460 -0.109 0.967
H -1.141 1.467 1.845
H 1.230 -0.135 2.938
H -0.714 -1.510 4.222
H -1.495 -1.329 2.477
*
```

gap between HOMO and LUMO: 9.73 eV
electronic energy: -619.3114 Ha
SMILES: CCCCOCCNCC(=O)F
energy relative to the best compared isomer or geometry (same formula, charge and spin): 493.10 kJ/mol